(1)
Below is a 3-piece molecular cluster, C5H12O2 overall, with properties calculated with ωB97M-V/def2-TZVPD.

```
19
Properties=species:S:1:pos:R:3
C -0.956 -1.925 -0.550
C -1.226 -0.966 -1.507
C -0.163 -0.244 -2.073
C -0.325 0.960 -2.725
C 0.830 1.644 -3.272
H -1.676 -2.449 0.072
H -0.122 -2.613 -0.696
H -2.221 -0.892 -1.921
H 0.805 -0.713 -1.927
H -1.347 1.291 -2.876
H 0.714 1.383 -4.347
H 0.878 2.728 -3.197
H 1.746 1.108 -3.034
H 0.823 1.034 5.624
H 1.290 0.605 4.255
O 1.548 0.584 5.183
H 0.282 -0.854 2.018
H -1.066 -0.410 2.768
O -0.111 -0.341 2.729
```

Summary:
Multiplicity   2
Charge   +1
Kohn-Sham gap (alpha / beta)   7.22 / 4.93 eV

=====

(2)
Below is a 3-piece molecular cluster, C5H12O2 overall, with properties calculated with ωB97M-V/def2-TZVPD.

```
19
Properties=species:S:1:pos:R:3
C -0.901 -0.490 1.723
C 0.431 -0.558 0.979
C 1.196 0.572 0.928
C 1.765 -1.838 -0.720
C 0.954 -1.768 0.419
H -1.294 0.507 1.435
H -0.918 -0.519 2.799
H -1.678 -1.161 1.221
H 0.875 1.587 1.287
H 2.137 0.585 0.510
H 2.226 -0.984 -1.326
H 1.924 -2.840 -1.107
H 0.429 -2.691 0.820
H -0.703 -0.344 -2.413
H -1.968 0.453 -2.621
O -1.083 0.503 -2.243
H -1.555 3.620 -0.811
H -0.947 2.241 -0.591
O -0.888 3.125 -0.287
```

Summary:
Multiplicity   2
Charge   +1
Kohn-Sham gap (alpha / beta)   9.01 / 6.33 eV

=====

(3)
Below is a 3-piece molecular cluster, C5H12O3 overall, with properties calculated with ωB97M-V/def2-TZVPD.

```
20
Properties=species:S:1:pos:R:3
C -0.440 -0.829 0.835
C 0.517 0.823 -0.603
C 1.227 -0.349 -0.389
C -1.144 0.181 1.703
C -0.516 0.999 -1.659
O -1.390 -1.498 0.067
O 0.326 -1.732 1.588
O 2.261 0.907 -1.683
H -0.944 -2.217 -0.401
H -0.242 -2.113 2.279
H 2.944 1.320 -1.135
H 0.636 1.622 0.120
H 1.981 -0.403 0.381
H 1.145 -1.164 -1.095
H -1.804 -0.338 2.413
H -1.772 0.850 1.116
H -0.419 0.760 2.275
H -0.328 0.364 -2.523
H -0.513 2.037 -1.994
H -1.523 0.778 -1.295
```

Summary:
Multiplicity   1
Charge   0
Kohn-Sham gap (alpha / beta)   7.92 / 7.92 eV

=====

(4)
Below is a 3-piece molecular cluster, C5H12O3 overall, with properties calculated with ωB97M-V/def2-TZVPD.

```
20
Properties=species:S:1:pos:R:3
C 2.796 0.538 -0.669
C 1.686 0.921 -1.384
C 0.579 0.035 -1.592
C -0.363 -0.025 -0.585
C -1.672 -0.755 -0.405
O -0.003 0.602 0.602
H 3.688 0.985 -0.486
H 2.840 -0.404 -0.507
H 1.622 1.982 -1.785
H 0.474 -0.392 -2.499
H -1.697 -1.786 -0.730
H -2.430 -0.279 -0.998
H -2.062 -0.712 0.737
H 0.426 1.512 0.312
O -1.666 3.566 0.857
H -1.949 2.737 1.169
H -0.956 3.908 1.513
O -0.629 -4.355 1.828
H -0.977 -3.880 2.638
H 0.293 -4.198 1.984
```

Summary:
SMILES   C=C/C=C(/C)O.O.O
Multiplicity   1
Charge   0
Kohn-Sham gap   9.18 eV

=====

(5)
Below is C5H12O3Pt as an isolated structure, with properties calculated with ωB97M-V/def2-TZVPD.

```
21
Properties=species:S:1:pos:R:3
C 1.694 -2.718 -0.439
C 1.858 -1.243 -0.570
O 2.468 -0.593 0.455
Pt 3.954 0.204 0.499
H 1.955 -3.059 0.570
H 2.339 -3.211 -1.180
H 0.650 -2.982 -0.645
H 2.163 -0.822 -1.539
O 0.287 -0.504 -0.073
H 1.286 -0.057 0.836
C -3.162 1.450 1.091
O -2.193 0.713 0.389
C -1.080 1.482 0.012
C -0.127 0.642 -0.802
H -3.984 0.768 1.341
H -2.746 1.869 2.024
H -3.558 2.278 0.479
H -0.564 1.880 0.905
H -1.396 2.346 -0.602
H 0.774 1.241 -1.019
H -0.619 0.315 -1.731
```

Summary:
Multiplicity   4
Charge   +1
Kohn-Sham gap (alpha / beta)   7.78 / 5.95 eV

=====

(6)
Below is C5H12O4 as an isolated structure, with properties calculated with ωB97M-V/def2-TZVPD.

```
21
Properties=species:S:1:pos:R:3
C -0.050 0.666 0.736
C -0.264 -0.391 -0.282
C -0.196 2.125 0.418
C -1.089 -0.131 -1.516
C -0.138 -1.857 0.074
O 1.461 -0.063 -1.002
O 2.418 -0.639 -0.040
O 0.852 0.415 1.711
O -1.583 0.132 1.137
H 3.250 -0.467 -0.507
H 1.607 -0.089 1.276
H -1.449 -0.227 2.027
H -1.107 2.343 -0.135
H 0.674 2.441 -0.163
H -0.212 2.686 1.354
H -0.590 -0.608 -2.363
H -1.191 0.927 -1.752
H -2.083 -0.569 -1.410
H 0.433 -2.358 -0.708
H -1.129 -2.314 0.131
H 0.387 -2.024 1.015
```

Summary:
Multiplicity   1
Charge   0
Kohn-Sham gap   9.93 eV

=====

(7)
Below is C5H12O6S6 in the gas phase, with properties calculated with ωB97M-V/def2-TZVPD.

```
29
Properties=species:S:1:pos:R:3
O -0.354 4.137 -1.932
S 0.967 3.649 -2.311
O 1.930 4.251 -1.500
O 1.397 3.945 -3.819
C 1.076 1.912 -2.271
C 1.319 1.318 -0.942
S 2.953 1.844 -0.223
C 0.107 1.610 0.132
S 0.888 1.092 1.810
S 1.315 -0.896 1.354
C -0.348 -1.513 1.931
C -0.614 -2.987 1.505
S -0.664 -3.251 -0.380
S -2.179 -3.681 2.180
O -2.138 -5.099 2.334
O -2.582 -3.151 3.473
O -3.296 -3.235 1.009
H 2.071 4.617 -3.642
H 0.155 1.492 -2.662
H 1.764 1.672 -3.050
H 1.368 0.313 -1.252
H 3.075 1.240 1.063
H -0.762 0.973 -0.064
H -0.158 2.669 0.186
H -1.167 -0.823 1.650
H -0.326 -1.461 3.058
H 0.134 -3.590 2.017
H -1.987 -3.115 -0.683
H -3.945 -3.933 1.032
```

Summary:
SMILES   O=S(=O)(O)C[C@@H](S)CSSC[C@H](S)S(=O)(=O)O
Multiplicity   1
Charge   0
Kohn-Sham gap   8.93 eV

=====

(8)
Below is C5H12OSi in the gas phase, with properties calculated with ωB97M-V/def2-TZVPD.

```
19
Properties=species:S:1:pos:R:3
C 0.326 0.664 1.977
Si 0.295 0.224 0.130
C 1.246 1.453 -0.915
C 1.285 -1.393 -0.067
C -1.420 0.203 -0.667
C -2.245 -1.105 -0.878
O -2.440 -0.490 0.406
H -0.527 0.841 2.546
H 0.633 -0.286 2.566
H 0.986 1.420 2.266
H 1.865 1.088 -1.709
H 0.375 2.082 -1.216
H 1.843 2.173 -0.340
H 2.319 -1.315 0.210
H 0.822 -2.323 0.158
H 1.420 -1.443 -1.149
H -1.990 1.155 -0.934
H -3.078 -0.895 -1.614
H -1.714 -2.054 -0.770
```

Summary:
SMILES   C[Si](C)(C)[C@H]1CO1
Multiplicity   1
Charge   0
Kohn-Sham gap   11.09 eV

=====

(9)
Below is C5H12OSi as an isolated structure, with properties calculated with ωB97M-V/def2-TZVPD.

```
19
Properties=species:S:1:pos:R:3
C -2.430 -0.823 -0.456
C -1.460 0.217 -0.959
C 1.154 -1.389 -0.419
C -0.082 0.519 1.775
C 1.282 1.590 -0.755
O -2.818 0.224 0.206
Si 0.192 0.176 -0.109
H -3.079 -1.353 -1.158
H -1.953 -1.494 0.240
H -1.901 0.716 -1.881
H 2.007 -1.138 -1.128
H 1.485 -1.712 0.507
H 0.675 -2.239 -0.794
H 0.847 1.026 2.100
H -0.938 1.192 1.766
H -0.467 -0.354 2.461
H 2.229 1.854 -0.168
H 1.742 1.322 -1.799
H 0.816 2.621 -0.833
```

Summary:
Multiplicity   1
Charge   0
Kohn-Sham gap   10.43 eV

=====

(10)
Below is a 2-piece molecular cluster, C5H12S overall, with properties calculated with ωB97M-V/def2-TZVPD.

```
18
Properties=species:S:1:pos:R:3
C 2.976 -0.096 0.643
C 1.776 0.344 0.807
S 0.729 0.698 -0.575
C -0.671 1.761 -0.007
C -1.903 0.985 0.498
H 3.623 -0.105 1.467
H 3.255 -0.516 -0.263
H 1.482 0.759 1.886
H -0.155 2.535 0.642
H -1.144 2.172 -0.933
H -2.092 0.880 1.589
H -2.841 1.517 0.133
H -1.731 -0.048 0.057
C -0.657 -2.204 -1.110
H -0.028 -1.558 -0.612
H -0.115 -2.617 -1.914
H -1.132 -2.939 -0.566
H -1.373 -1.570 -1.742
```

Summary:
SMILES   C=CSCC.C
Multiplicity   1
Charge   0
Kohn-Sham gap   9.16 eV

=====

(11)
Below is a 2-piece molecular cluster, C5H12S overall, with properties calculated with ωB97M-V/def2-TZVPD.

```
18
Properties=species:S:1:pos:R:3
C -1.212 -1.415 -1.404
C -1.004 -1.793 -0.075
C 0.444 -2.334 0.294
H -2.236 -1.409 -1.798
H -0.311 -1.239 -2.056
H -1.769 -2.204 0.735
H 1.014 -1.766 -0.470
H 0.427 -3.430 0.315
H 0.781 -2.094 1.401
C 1.264 1.838 1.619
S 0.507 3.119 0.301
C -0.421 2.116 -0.984
H 2.152 1.496 0.987
H 1.572 2.445 2.448
H 0.613 1.075 1.937
H -1.094 1.481 -0.320
H 0.311 1.432 -1.232
H -1.037 2.682 -1.697
```

Summary:
SMILES   C=CC.CSC
Multiplicity   1
Charge   0
Kohn-Sham gap   9.23 eV

=====

(12)
Below is C5H12S in the gas phase, with properties calculated with ωB97M-V/def2-TZVPD.

```
18
Properties=species:S:1:pos:R:3
C -0.369 2.315 -0.761
C 0.532 1.335 -1.506
C 1.449 0.426 -0.666
C 0.872 -0.226 0.547
S -0.569 -1.346 0.181
C -1.138 -1.344 1.855
H -1.084 1.835 -0.063
H -1.111 2.805 -1.457
H 0.278 3.233 -0.624
H -0.153 0.705 -2.103
H 0.941 1.802 -2.423
H 1.715 -0.567 -1.216
H 2.236 1.106 -0.531
H 0.527 0.605 1.266
H 1.740 -0.874 0.974
H -1.243 -0.347 2.330
H -2.207 -1.765 1.617
H -0.610 -2.036 2.517
```

Summary:
SMILES   CCCCSC
Multiplicity   1
Charge   0
Kohn-Sham gap   9.58 eV

=====

One value per record, in order, for max |F|: 0.0429 0.0612 0.0640 0.1349 0.2548 0.0707 0.0809 0.0758 0.0794 0.0970 0.0833 0.0689 Eh/bohr.